C6H16ClNO2P2 | ωB97M-V/def2-TZVPD

Results
Largest force on an atom (eV/A): 1.2
Kohn-Sham gap (Eh): 0.3118
Structure (SMILES): OCC[PH3]P(O)Cl.CCCC#N
Energy (eV): -43165.039
2S+1: 1
Total charge: 0
LUMO (hartree): 0.027
Molar mass (g mol⁻¹): 231.6

Bonds (Å) are listed after each position.
Element x y z (Å)
1 Cl -1.9788 -2.7642 -2.3094  P2 2.074
2 P -2.5886 -0.8127 -2.6558  Cl1 2.074, P3 2.295, O4 1.649
3 P -0.5697 0.1726 -2.1878  P2 2.295, C10 1.895, H14 1.419, H20 1.425, H25 1.437
4 O -3.2915 -0.4488 -1.2089  P2 1.649, H26 0.960
5 O 2.5971 -0.7287 -0.9628  C7 1.428, H27 0.959
6 N -0.7841 2.7640 1.6750  C9 1.149
7 C 2.1858 -0.0970 -2.1751  O5 1.428, C10 1.524, H18 1.092, H28 1.102
8 C 0.2637 -0.1689 3.2072  C11 1.522, C12 1.534, H19 1.091, H22 1.091
9 C -0.8829 1.8591 2.3760  N6 1.149, C12 1.462
10 C 1.1253 0.9427 -1.8341  P3 1.895, C7 1.524, H13 1.093, H21 1.090
11 C 0.5828 -0.6597 1.8026  C8 1.522, H15 1.093, H16 1.088, H17 1.089
12 C -1.0083 0.6873 3.2417  C8 1.534, C9 1.462, H23 1.090, H24 1.091
13 H 1.1990 1.1456 -0.7628  C10 1.093
14 H -0.3505 0.2825 -3.5855  P3 1.419
15 H -0.2472 -1.2399 1.3924  C11 1.093
16 H 0.7885 0.1653 1.1238  C11 1.088
17 H 1.4667 -1.2957 1.8049  C11 1.089
18 H 3.0346 0.3343 -2.7090  C7 1.092
19 H 0.1278 -1.0172 3.8798  C8 1.091
20 H -1.2809 1.2501 -1.5854  P3 1.425
21 H 1.2773 1.8674 -2.3908  C10 1.090
22 H 1.1026 0.4127 3.5931  C8 1.091
23 H -1.2241 1.0294 4.2542  C12 1.090
24 H -1.8654 0.1074 2.8956  C12 1.091
25 H -0.1649 -0.9862 -1.4414  P3 1.437
26 H -4.2365 -0.3604 -1.3498  O4 0.960
27 H 3.0337 -1.5476 -1.2036  O5 0.959
28 H 1.7467 -0.8686 -2.8289  C7 1.102

Here are the natural (NBO) charges for atoms 1 to 2, given in e: number 1, Cl, carries -0.353; number 2, P, carries 0.671